Record 1
73
Properties=species:S:1:pos:R:3:forces:R:3 method="wB97M-V/def2-TZVPD" de_lowest_kj_mol=174.9 total_charge=+1 e_lumo_ev=-3.05 homo_lumo_gap_ev=7.27
O 2.014305 -0.157273 -1.951572 0.66 1.26 1.26
O 1.132471 -2.348737 -1.183581 -0.38 -0.17 1.32
C 1.309289 1.017861 -2.534583 0.02 -0.67 -0.54
C 1.794908 2.349321 -2.053350 -0.15 0.59 0.59
H 0.244686 0.870842 -2.322172 0.17 0.07 0.08
H 1.441320 0.938251 -3.632474 0.03 -0.10 0.57
H 1.535727 2.536416 -0.996666 0.32 -0.19 -0.32
H 1.311612 3.150310 -2.599941 -0.38 -0.03 -0.32
H 2.855250 2.512699 -2.241378 0.08 -0.15 0.17
C 3.083867 0.115371 -0.943208 -1.57 0.77 0.52
C 4.385438 -0.371752 -1.443629 0.59 -0.69 0.37
H 2.747862 -0.411401 -0.030955 0.27 0.04 -0.26
H 3.109026 1.171810 -0.604755 -0.15 -0.67 -0.63
H 4.351121 -1.467748 -1.459453 0.35 0.22 -0.17
H 5.178505 -0.066897 -0.747538 -0.10 -0.10 -0.24
H 4.606875 -0.001679 -2.436249 0.08 0.13 -0.17
C 1.461934 -3.524909 -0.154344 -0.08 1.57 -1.08
C 1.070242 -2.659935 -2.622144 0.00 0.24 0.46
C 2.905583 -3.348190 0.263467 0.30 -0.55 0.27
H 1.257578 -4.386824 -0.821645 0.11 0.39 0.87
H 0.734210 -3.419055 0.692291 0.54 -0.03 -1.13
H 3.624117 -3.489448 -0.561791 -0.48 0.31 0.28
H 3.145592 -4.149888 0.970885 -0.13 0.03 0.04
H 3.100005 -2.405957 0.807671 -0.23 -0.37 -0.44
C 2.400704 -3.252579 -3.023474 -0.55 0.12 -0.42
H 0.858922 -1.671065 -3.057690 0.21 -0.69 -0.06
H 0.186235 -3.300385 -2.745727 0.43 0.03 -0.09
H 3.219870 -2.537506 -2.765054 -0.63 -0.86 -0.40
H 2.319744 -3.421346 -4.101835 0.47 0.06 0.05
H 2.494514 -4.246429 -2.559771 0.41 0.42 -0.14
H 1.417153 -1.331307 -1.106921 -0.14 -0.99 -0.45
Al -1.131451 0.741257 1.837016 1.95 0.99 -3.17
C -1.001473 -0.497193 0.418389 -0.36 -5.33 0.74
Si -2.141155 -1.578655 -0.612332 -0.70 0.96 0.63
H -0.283384 -1.306053 0.720535 0.05 0.14 0.32
H -0.439743 -0.087241 -0.339630 1.42 2.02 -1.52
C -2.139774 -1.095539 -2.436233 -0.01 -0.17 0.25
C -3.793069 -1.101307 0.112660 -0.46 -0.26 -0.64
C -2.047872 -3.466710 -0.511041 0.13 0.14 -0.01
C -1.711446 2.213480 0.575370 -1.49 0.64 0.77
Si -2.402543 3.485950 1.728996 -0.08 0.33 -1.45
H -2.471961 1.877130 -0.165547 0.18 0.09 0.74
H -0.879804 2.609729 -0.020965 0.30 -0.50 0.59
C -4.105494 2.863522 2.164576 -0.34 0.14 0.21
C -2.468290 5.094861 0.784223 -0.21 0.49 0.10
C -1.389095 3.748916 3.276380 0.14 0.01 0.11
H -3.010398 -3.834179 -0.911663 0.39 0.00 0.27
H -1.930250 -3.805417 0.531759 -0.13 -0.03 -0.37
H -1.247411 -3.904937 -1.124417 -0.20 0.03 0.20
H -2.371306 -0.023954 -2.540034 -0.07 -0.37 -0.07
H -2.935543 -1.715907 -2.887140 0.32 0.43 -0.15
H -1.189166 -1.292557 -2.949167 -0.35 0.03 0.03
H -3.853683 -0.035408 0.329938 0.11 0.07 -0.06
H -3.967860 -1.642544 1.043456 -0.19 -0.11 -0.01
H -4.568866 -1.327739 -0.625062 -0.34 -0.10 0.37
H -2.409932 4.918736 -0.294548 -0.03 -0.04 0.15
H -1.647352 5.763170 1.058642 0.00 -0.03 -0.04
H -3.397055 5.632913 0.979214 -0.02 0.15 -0.02
H -0.311824 3.825517 3.084533 -0.17 0.02 0.00
H -1.560534 2.981991 4.040054 0.04 -0.03 0.10
H -1.721634 4.701856 3.705816 0.10 -0.15 0.10
H -4.734203 3.688567 2.513718 -0.02 -0.12 0.06
H -4.084859 2.116241 2.963303 -0.07 -0.05 0.01
H -4.599252 2.420562 1.292245 0.09 0.07 0.11
N -0.273866 -0.108215 3.454683 -0.32 -0.25 0.71
C 1.096561 0.486892 3.711356 -0.51 -0.21 0.38
C 1.303399 1.557987 2.660307 0.31 1.48 -1.33
O 1.998699 2.541304 2.861193 -0.27 -1.23 0.04
O 0.610974 1.328987 1.555025 1.08 0.25 1.84
H -0.840621 0.029447 4.280547 -0.03 -0.12 0.44
H -0.174816 -1.121507 3.366451 -0.31 0.29 -0.23
H 1.075039 0.943583 4.713047 0.40 -0.32 -0.40
H 1.853648 -0.320110 3.621932 -0.39 0.67 0.21

Record 2
88
Properties=species:S:1:pos:R:3:forces:R:3 method="wB97M-V/def2-TZVPD" e_lumo_ev=-0.60 homo_lumo_gap_ev=7.71
N 0.996512 1.788078 -8.027284 1.02 -0.40 0.51
B 2.490375 1.833001 -8.020492 -0.85 -0.27 -0.58
O 3.154158 2.603587 -8.972471 -0.17 0.11 1.45
C 3.222932 0.930024 -6.906282 0.75 0.12 0.48
C 3.553153 1.314794 -5.635565 0.19 -1.97 -2.70
B 3.356545 2.719396 -4.918117 -0.32 0.67 1.68
O 3.251597 3.943988 -5.628235 0.55 -1.36 -0.49
O 3.290404 2.803044 -3.530028 0.78 -0.20 -1.56
C 4.169967 0.030524 -5.041048 -0.78 2.99 1.56
O 4.288177 0.032973 -3.846309 1.03 -2.04 -0.60
O 4.445788 -0.944142 -5.988608 -1.08 0.85 0.80
C 3.649872 -0.561459 -7.093146 0.31 2.69 1.23
O 3.402936 -1.272703 -7.976751 -0.26 -1.39 -1.44
H 0.726273 2.282877 -7.165269 -0.27 0.00 -0.43
H 0.732320 0.812574 -7.834127 -0.12 0.40 0.05
H 3.386993 3.468857 -8.588656 0.14 -0.37 -0.40
H 4.141568 4.333701 -5.587373 -0.48 0.27 0.03
H 4.241062 2.725164 -3.248999 -0.72 -0.19 0.52
C 2.082499 -2.373806 -2.863949 0.01 0.23 0.40
S 1.851743 -3.614326 -4.118637 -0.03 -0.25 -0.35
O 0.386994 -3.775908 -4.334265 0.10 0.02 0.14
C 2.405473 -5.009284 -3.121840 0.00 -0.07 0.12
H 1.761405 -1.413200 -3.264740 0.04 -0.05 -0.05
H 1.489145 -2.612997 -1.980091 -0.01 -0.08 -0.04
H 3.140013 -2.320436 -2.603435 -0.01 0.06 -0.05
H 1.784619 -5.096423 -2.229124 -0.03 0.06 -0.04
H 3.449556 -4.864088 -2.842070 -0.02 0.03 -0.04
H 2.313032 -5.915217 -3.719173 -0.03 0.09 -0.06
C 7.517170 4.402858 -1.502051 -0.13 0.07 0.08
S 7.325252 3.150281 -2.779286 0.26 -0.06 0.12
O 5.863871 3.017674 -3.052459 0.32 0.10 0.02
C 7.803148 1.753613 -1.751394 -0.08 -0.11 0.05
H 7.229126 5.366523 -1.919807 0.00 -0.07 -0.06
H 6.874883 4.167624 -0.652798 -0.02 -0.05 -0.06
H 8.560315 4.441195 -1.187343 0.00 -0.04 -0.07
H 7.142575 1.687155 -0.886381 -0.04 0.06 -0.06
H 8.837022 1.879193 -1.428589 -0.01 0.06 -0.06
H 7.716451 0.844903 -2.345558 -0.03 0.08 -0.05
C -0.295248 -0.602109 2.136295 -0.01 0.18 -0.06
S -0.146666 -2.393311 2.088487 -0.21 0.08 -0.06
O 1.310844 -2.721442 1.996371 -0.25 0.15 -0.31
C -0.848918 -2.588447 0.442340 -0.05 -0.04 -0.15
H 0.123281 -0.248111 3.077915 0.01 -0.11 -0.01
H 0.256650 -0.162650 1.303646 0.06 -0.11 0.00
H -1.350239 -0.327125 2.080278 -0.03 -0.14 0.06
H -0.263523 -2.022004 -0.283387 0.05 0.03 0.09
H -1.882981 -2.240773 0.444869 0.02 0.02 0.14
H -0.824736 -3.645379 0.178919 0.04 0.01 0.10
C -5.193316 1.145956 2.589624 0.40 0.14 0.01
S -5.061642 -0.644297 2.532160 -0.23 0.31 -0.12
O -3.602891 -0.974499 2.444477 0.14 0.00 -0.11
C -5.749284 -0.852541 0.881843 0.10 -0.19 -0.23
H -4.771748 1.487827 3.538800 -0.09 -0.19 -0.30
H -4.634475 1.585355 1.760205 0.05 -0.17 -0.05
H -6.237943 1.433912 2.532379 0.03 -0.11 0.03
H -5.156036 -0.287067 0.161133 0.09 0.00 0.10
H -6.779541 -0.508231 0.875451 0.07 0.02 0.11
H -5.717534 -1.912416 0.627807 0.09 0.01 0.09
C -3.571265 0.508840 6.780624 0.10 -0.04 -0.04
S -4.960634 1.642221 6.615587 0.02 -0.07 0.10
O -4.811743 2.337465 5.304915 0.10 0.14 0.48
C -4.421013 2.788923 7.896067 0.08 0.10 0.03
H -3.681827 -0.280489 6.037485 -0.07 0.07 -0.01
H -2.635706 1.042245 6.608356 -0.06 0.05 -0.03
H -3.577365 0.070254 7.779103 -0.06 0.02 -0.02
H -3.430774 3.176210 7.653253 -0.02 -0.04 -0.06
H -4.399814 2.275167 8.857795 -0.03 -0.03 -0.04
H -5.132412 3.612383 7.941017 -0.03 -0.07 -0.06
C -9.668511 2.701271 2.253385 0.07 0.11 -0.04
S -9.514201 0.908248 2.200967 -0.15 0.00 0.06
O -8.058073 0.591041 2.107506 -0.62 0.15 -0.08
C -10.213054 0.707850 0.553326 0.05 0.01 -0.13
H -9.250613 3.054026 3.195375 0.00 -0.10 -0.01
H -9.118985 3.145225 1.422360 0.02 -0.08 0.00
H -10.722312 2.976159 2.198573 0.01 -0.06 0.02
H -9.629191 1.279526 -0.169219 0.04 0.01 0.07
H -11.248971 1.048157 0.554914 0.02 -0.02 0.06
H -10.179651 -0.349225 0.292843 0.02 0.02 0.10
C 3.322774 -3.132362 4.021838 0.20 0.09 0.34
S 3.719434 -4.800596 4.563787 -0.06 0.13 -0.04
O 3.197256 -4.955676 5.950535 0.13 0.07 -0.07
C 5.499790 -4.539286 4.686981 0.13 0.02 0.07
H 2.246483 -3.052511 3.914833 0.09 -0.13 -0.10
H 3.671188 -2.410632 4.763769 0.09 -0.13 0.07
H 3.794263 -2.940374 3.058417 -0.12 -0.06 -0.04
H 5.707586 -3.727116 5.384926 -0.08 -0.01 0.01
H 5.900727 -4.301213 3.700973 -0.05 -0.02 0.00
H 5.957636 -5.457988 5.051846 -0.09 0.00 -0.01